(1)
The molecule C5H8N4 at a distorted geometry, computed with wB97M-V/def2-TZVPD.

Cartesian coordinates (Å):
C1 -2.723 0.624 -0.857
C2 2.190 1.171 -0.056
C3 1.005 1.021 0.471
C4 0.961 -1.605 -0.099
C5 0.220 -0.422 0.644
N1 -3.181 -0.163 0.229
N2 -1.400 0.704 -0.925
N3 -2.111 -0.589 0.740
N4 -1.075 -0.097 0.130
H1 -3.402 1.214 -1.496
H2 2.713 2.107 -0.041
H3 2.652 0.497 -0.724
H4 0.544 1.911 1.010
H5 1.073 -1.459 -1.163
H6 0.562 -2.594 -0.043
H7 1.919 -1.527 0.496
H8 0.054 -0.792 1.685

Forces on atoms 1 to 2 (eV/Å):
-0.69 0.31 0.66
0.26 0.68 -0.80

Need the Mulliken charges? In units of e they are: atom 1 (C): -0.06, atom 2 (C): -0.72, atom 3 (C): -0.17, atom 4 (C): -1.40, atom 5 (C): 0.43, atom 6 (N): -0.46, atom 7 (N): -0.75, atom 8 (N): -0.51, atom 9 (N): 1.10, atom 10 (H): 0.40, atom 11 (H): 0.26, atom 12 (H): 0.28, atom 13 (H): 0.23, atom 14 (H): 0.34, atom 15 (H): 0.41, atom 16 (H): 0.34, atom 17 (H): 0.26

---

(2)
The molecule C3H5NO2 at a distorted geometry, computed with wB97M-V/def2-TZVPD.

Cartesian coordinates (Å):
C1 -1.900 0.257 -0.398
C2 -0.696 -0.621 -0.245
O1 -0.632 -1.796 -0.440
O2 0.383 0.177 0.143
C3 1.434 -0.513 0.611
N1 2.498 0.281 0.784
H1 -2.140 0.709 0.569
H2 -1.679 1.070 -1.094
H3 -2.744 -0.330 -0.756
H4 3.011 -0.508 0.367
H5 2.466 1.274 0.459

Forces on atoms 1 to 2 (eV/Å):
-0.17 -0.02 -0.04
-0.55 -0.42 -0.17

Need the Mulliken charges? In units of e they are: atom 1 (C): -1.00, atom 2 (C): 0.71, atom 3 (O): -0.43, atom 4 (O): -0.17, atom 5 (C): -0.38, atom 6 (N): -0.31, atom 7 (H): 0.29, atom 8 (H): 0.30, atom 9 (H): 0.31, atom 10 (H): 0.43, atom 11 (H): 0.24

---

Computed energy relative to the best compared isomer or geometry (same formula, charge and spin), in the same sequence as the records: 222.6; 277.7 kJ/mol.
Computed energy, in the same sequence as the records: -11272.24518; -8774.81684 eV.
Computed frontier orbital gap, in the same sequence as the records: 11.0; 9.9 eV.